138
Properties=species:S:1:pos:R:3:forces:R:3 method="wB97M-V/def2-TZVPD" e_lumo_ev=2.3 total_charge=-1 homo_lumo_gap_ev=7.60 relative_energy_ev=1.603 e_homo_ev=-5.32
Y -0.511156 -0.731981 -0.646664 -0.984 1.060 0.081
C 1.010776 -1.732152 2.643691 -0.026 0.198 -0.102
C 1.460007 -0.534231 3.509184 -0.041 0.057 -0.178
C 1.418161 0.881373 2.883615 0.027 -0.114 -0.224
Sb 3.125625 1.234301 1.565256 0.300 0.259 0.151
C 4.424004 1.914749 3.183760 0.025 -0.014 0.026
C 4.330667 1.397446 4.477740 0.035 0.024 -0.040
C 5.163704 1.845349 5.497532 0.034 0.007 -0.052
C 6.117249 2.821601 5.242591 -0.050 -0.018 -0.057
C 6.233858 3.339327 3.958593 -0.014 -0.050 0.008
C 5.398724 2.888500 2.942863 -0.041 -0.102 0.045
C 3.218637 3.150046 0.570765 -0.257 -0.139 0.005
C 2.437934 4.278971 0.815462 0.040 -0.031 0.064
C 2.547572 5.398223 0.002361 0.004 -0.003 0.001
C 3.439708 5.407586 -1.066160 0.046 -0.094 0.004
C 4.233265 4.295676 -1.309615 -0.073 0.034 0.104
C 4.115312 3.171033 -0.495581 -0.057 0.172 0.050
Sb 2.284214 -2.046816 0.887054 0.120 -0.514 0.398
C 4.047909 -2.196007 2.123909 0.108 0.230 -0.206
C 3.977235 -2.803253 3.375363 0.009 -0.005 -0.003
C 5.089572 -2.845530 4.208973 0.030 0.010 -0.040
C 6.291857 -2.284245 3.796069 -0.038 -0.002 -0.047
C 6.381224 -1.697132 2.540128 -0.041 -0.049 0.041
C 5.265733 -1.656202 1.712060 -0.034 -0.083 0.025
C 2.301870 -4.174926 0.414114 0.074 0.012 0.017
C 1.411147 -4.646306 -0.553379 0.066 -0.053 0.089
C 1.510740 -5.939218 -1.050002 0.022 -0.026 0.053
C 2.531979 -6.774585 -0.616344 0.021 0.028 0.019
C 3.448467 -6.309541 0.318078 -0.051 0.059 0.007
C 3.334299 -5.019957 0.829687 -0.146 -0.019 -0.016
H -0.015716 -1.568176 2.302243 0.105 -0.021 0.093
H 0.982194 -2.634577 3.255936 0.002 -0.018 0.008
H 2.458505 -0.747215 3.891173 0.026 -0.017 0.065
H 0.795206 -0.510722 4.377701 -0.046 -0.016 0.008
H 1.462271 1.634024 3.669458 -0.019 0.006 0.058
H 0.485993 1.033573 2.338964 0.006 0.029 0.023
H 3.600672 0.631649 4.712137 0.015 0.068 0.000
H 5.064661 1.428358 6.493605 -0.003 0.013 -0.025
H 6.760932 3.179062 6.037104 0.003 -0.010 -0.006
H 6.975509 4.102147 3.747041 -0.032 -0.026 -0.001
H 5.504436 3.312846 1.950560 -0.025 0.022 0.022
H 1.722259 4.276924 1.631050 0.017 -0.007 -0.075
H 1.925540 6.266469 0.192660 0.017 -0.059 -0.005
H 3.508458 6.275689 -1.711665 -0.004 -0.021 0.035
H 4.932219 4.295239 -2.137272 -0.013 -0.014 -0.008
H 4.733792 2.301898 -0.699955 -0.025 -0.019 -0.043
H 3.046764 -3.250280 3.711242 0.052 0.050 0.007
H 5.013362 -3.310675 5.185689 0.000 0.015 -0.044
H 7.156118 -2.302871 4.449891 -0.041 0.002 -0.016
H 7.315652 -1.257860 2.209941 -0.037 -0.017 0.008
H 5.344296 -1.190602 0.736654 -0.020 0.042 0.020
H 0.638573 -3.995210 -0.950221 -0.008 -0.019 0.009
H 0.797743 -6.285780 -1.789359 0.015 0.033 -0.008
H 2.621531 -7.779835 -1.013434 -0.007 0.041 0.015
H 4.259510 -6.948825 0.648773 -0.023 0.021 -0.001
H 4.062915 -4.673589 1.551755 0.004 -0.035 -0.027
S 0.245969 1.855359 -0.196030 -0.037 0.199 0.293
C 0.216323 2.825094 -1.666830 0.074 0.015 -0.081
C -0.733596 3.855589 -1.750661 -0.040 0.056 -0.061
C -0.793772 4.633836 -2.888035 -0.052 -0.034 0.106
C 0.102467 4.395235 -3.924036 0.037 -0.018 -0.014
C 1.018991 3.375911 -3.751238 -0.011 -0.088 0.151
N 1.084745 2.607117 -2.659542 0.032 -0.006 0.034
H -1.413063 4.010384 -0.923225 -0.001 -0.027 -0.028
H -1.540280 5.414985 -2.975280 0.015 -0.003 0.023
H 0.087359 4.982140 -4.833632 0.018 -0.035 0.017
H 1.746088 3.151687 -4.526794 -0.014 0.004 0.014
N 1.843267 -0.176308 -2.090195 -0.504 -0.433 -0.012
C 2.683745 -1.261681 -2.373329 0.048 0.051 0.061
C 4.024359 -1.217065 -1.987749 0.025 0.008 -0.057
C 4.854737 -2.315067 -2.164966 -0.039 0.059 0.014
C 4.355118 -3.468261 -2.751923 -0.066 -0.017 -0.030
C 3.023752 -3.502773 -3.146973 0.071 0.036 0.004
C 2.164099 -2.421962 -2.953003 -0.067 -0.029 -0.043
C 0.726441 -2.535788 -3.343789 -0.011 -0.122 -0.037
C 0.477547 -2.999612 -4.640868 0.041 0.022 0.050
C -0.812489 -3.269119 -5.065709 -0.005 -0.022 0.037
C -1.855111 -3.106744 -4.166953 -0.110 -0.003 0.029
C -1.600988 -2.624593 -2.887839 0.171 -0.181 0.004
C -0.317072 -2.278224 -2.420837 0.226 -0.585 -0.766
H 2.324912 0.683164 -1.877028 -0.035 0.229 0.129
H 1.155641 0.029304 -2.808416 0.082 0.006 -0.206
H 4.405120 -0.303844 -1.540831 -0.002 -0.005 0.021
H 5.889656 -2.266511 -1.844189 -0.040 0.009 -0.008
H 4.986887 -4.337909 -2.888512 -0.026 0.037 0.003
H 2.620892 -4.405043 -3.592358 -0.011 0.008 0.033
H 1.312898 -3.136421 -5.321857 -0.043 -0.019 0.029
H -0.998873 -3.614865 -6.076302 0.007 0.015 0.026
H -2.873273 -3.341403 -4.461998 0.041 0.011 0.003
H -2.459150 -2.524739 -2.229013 -0.009 0.102 0.006
Cl -5.573672 -3.507756 1.252395 0.015 -0.007 -0.017
C -3.854014 -3.701931 1.274459 0.010 -0.043 0.028
C -3.277908 -4.726585 1.995791 -0.009 -0.097 0.073
C -1.896787 -4.815958 2.005562 -0.034 -0.038 0.038
C -1.162172 -3.884829 1.296556 -0.116 0.060 0.024
N -1.723114 -2.907461 0.581352 0.107 0.325 -0.047
C -3.055264 -2.812410 0.579960 0.077 0.064 -0.100
H -3.899250 -5.425521 2.542269 0.042 0.036 -0.016
H -1.390715 -5.594618 2.561962 -0.015 0.050 -0.021
H -0.084938 -3.925324 1.318140 0.016 -0.034 -0.049
H -3.492181 -1.992045 0.026820 0.025 -0.046 0.032
C -9.360178 2.997755 0.697176 0.073 -0.069 0.015
C -8.591427 1.749158 0.341814 -0.027 0.014 0.004
C -9.160977 0.498172 0.550551 0.007 -0.027 -0.004
C -8.452742 -0.659792 0.256749 -0.007 0.064 0.002
C -7.186963 -0.566400 -0.292716 -0.045 -0.066 -0.068
C -6.610387 0.678905 -0.528707 0.015 0.038 -0.037
N -5.311380 0.719579 -1.085599 -0.058 0.100 -0.159
C -4.990228 1.245161 -2.317131 -0.062 -0.080 0.176
C -5.955778 1.885969 -3.112764 -0.068 0.014 -0.013
C -5.612711 2.471188 -4.316513 0.067 -0.016 0.032
C -4.299500 2.447926 -4.778892 -0.021 0.002 0.007
C -3.347914 1.787810 -4.024378 0.026 -0.051 0.016
C -3.669279 1.166480 -2.817943 -0.013 -0.017 -0.018
C -2.585590 0.417373 -2.127015 0.095 0.076 0.052
O -1.403225 0.503454 -2.543548 0.177 -0.171 0.162
O -2.845320 -0.313118 -1.110008 0.344 -0.023 -0.060
C -7.291726 1.849203 -0.174088 0.070 0.075 0.035
C -6.629949 3.199434 -0.280396 -0.071 -0.052 0.001
H -10.383859 2.750915 0.978211 0.010 0.012 0.006
H -9.393302 3.697345 -0.141595 -0.005 -0.012 0.029
H -8.895716 3.524957 1.536333 -0.026 -0.023 -0.049
H -10.164927 0.431214 0.959928 0.071 0.014 -0.027
H -8.893522 -1.632518 0.441840 0.012 0.033 -0.009
H -6.630014 -1.459241 -0.554811 -0.030 0.084 0.013
H -4.596819 0.131534 -0.676178 0.047 -0.001 0.071
H -6.985040 1.906453 -2.774855 0.063 0.013 -0.017
H -6.384666 2.954145 -4.905347 0.005 -0.007 0.021
H -4.032088 2.921572 -5.715035 -0.003 -0.019 0.029
H -2.317514 1.724986 -4.352469 -0.028 -0.002 0.012
H -5.576967 3.101503 -0.531414 -0.005 -0.001 0.011
H -6.704802 3.728069 0.673282 -0.003 -0.007 -0.042
H -7.103392 3.828072 -1.041006 0.020 -0.030 0.014
F -3.862531 -0.339632 2.096574 0.302 -0.047 0.174
B -2.557144 -0.285444 2.588107 0.051 0.116 0.085
F -1.672082 -0.095045 1.414117 0.363 -0.338 -0.068
F -2.333739 0.793236 3.436294 -0.123 -0.340 -0.214
F -2.179216 -1.500799 3.197425 -0.172 0.354 -0.206